Density functional theory data (ωB97M-V with the def2-TZVPD basis set) for C32H30BCl4N2O4RuS2 as an isolated structure.

Results
* E_LUMO (spin up / spin down): 3.709 / 3.707 eV
* charge: -2
* E_HOMO (spin up / spin down): 1.218 / -1.339 eV
* ⟨S²⟩: 8.7724
* gap between HOMO and LUMO (spin up / spin down): 2.5 / 5.0 eV
* spin multiplicity: 6

XYZ file:
```
76
C32H30BCl4N2O4RuS2, DFT ωB97M-V with the def2-TZVPD basis set
Ru -1.72818 1.46594 1.32725
C -2.83575 -0.19001 3.83267
N -1.47507 -0.25826 3.31290
C -0.51282 0.52823 4.06636
C 0.72967 0.72575 3.18938
N 0.56446 1.91123 2.35062
C 1.45811 1.89798 1.19666
C 0.69998 3.10290 3.15426
C 1.94410 3.46274 3.67190
C 2.09027 4.56633 4.49511
C 0.97464 5.32317 4.81985
C -0.26709 4.97891 4.31385
C -0.43447 3.87074 3.47032
S -2.03335 3.51757 2.88330
C -1.06755 -1.60794 3.07475
C -0.29712 -2.33463 3.95519
C 0.11958 -3.63301 3.66100
C -0.25845 -4.21365 2.44322
C -1.04409 -3.51596 1.56426
C -1.46866 -2.21077 1.85572
S -2.30576 -1.24093 0.60697
H -2.89234 -0.51228 4.88530
H -3.46443 -0.84602 3.23324
H -3.21212 0.83578 3.74672
H -0.23104 0.07481 5.03214
H -0.97082 1.50162 4.27486
H 0.83992 -0.14620 2.53300
H 1.63597 0.80497 3.81442
H 2.51302 1.76214 1.48193
H 1.34508 2.83450 0.64944
H 1.17144 1.07768 0.53429
H 2.81452 2.86096 3.43932
H 3.06943 4.82875 4.87949
H 1.07751 6.19109 5.46142
H -1.14502 5.55177 4.57363
H 0.00984 -1.90215 4.89675
H 0.74543 -4.16811 4.36314
H 0.08034 -5.21331 2.20489
H -1.33960 -3.94761 0.61992
Cl -3.87469 4.24082 -4.81226
C -3.84832 3.38188 -3.31050
C -5.02530 2.87989 -2.77986
Cl -6.51851 3.10377 -3.62578
C -5.00169 2.21921 -1.55774
Cl -6.47503 1.58685 -0.90449
C -3.83003 2.05054 -0.79650
O -3.83847 1.50953 0.35204
C -2.57557 2.53239 -1.38721
O -1.46806 2.35200 -0.77684
C -2.65425 3.19620 -2.62111
Cl -1.18782 3.83515 -3.28133
C 2.80824 -1.45145 -5.87105
C 2.60604 -2.76506 -5.09999
C 1.59887 -3.64171 -5.86320
C 3.93225 -3.53472 -5.06793
C 2.08291 -2.42843 -3.70800
C 2.88469 -2.45389 -2.58376
C 2.43358 -2.07447 -1.31304
C 1.10186 -1.69228 -1.21382
O 0.39361 -1.32381 -0.11586
B -0.91998 -1.14524 -0.56482
O -0.99743 -1.37076 -1.93712
C 0.26627 -1.70098 -2.32588
C 0.73355 -2.02432 -3.59134
H 3.04824 -1.65711 -6.91384
H 3.61920 -0.87314 -5.43212
H 1.90257 -0.85243 -5.82818
H 2.03256 -3.97525 -6.80639
H 0.69101 -3.09353 -6.09346
H 1.33248 -4.51814 -5.27503
H 4.25058 -3.76068 -6.08634
H 3.80881 -4.47243 -4.52806
H 4.72252 -2.95417 -4.59734
H 3.90791 -2.79222 -2.65569
H 3.07939 -2.09427 -0.45200
H 0.07846 -1.97245 -4.44362
```

Results of the Mulliken charge analysis, in e, for atoms 1 through 6:
1 Ru 1.55
2 C -1.33
3 N 1.38
4 C -1.24
5 C -0.56
6 N 1.30